{
  "formula": "C49H86BrIN7O14S3",
  "method": "the ωB97M-V functional and the def2-TZVPD basis",
  "elements": ["C", "C", "C", "N", "C", "Br", "C", "O", "C", "C", "C", "S", "C", "C", "O", "O", "C", "C", "C", "O", "C", "O", "C", "S", "C", "O", "N", "O", "C", "C", "C", "C", "C", "C", "C", "C", "S", "C", "N", "N", "C", "O", "C", "C", "C", "C", "C", "I", "H", "H", "H", "H", "H", "H", "H", "H", "H", "H", "H", "H", "H", "H", "H", "H", "H", "H", "H", "H", "H", "H", "H", "H", "H", "H", "H", "H", "H", "H", "H", "H", "H", "H", "H", "H", "H", "H", "H", "H", "H", "C", "O", "C", "C", "N", "C", "C", "O", "C", "H", "H", "H", "H", "H", "H", "H", "H", "H", "H", "H", "H", "H", "H", "H", "C", "O", "C", "C", "N", "C", "C", "O", "C", "H", "H", "H", "H", "H", "H", "H", "H", "H", "H", "H", "H", "H", "H", "H", "C", "O", "C", "C", "N", "C", "C", "O", "C", "H", "H", "H", "H", "H", "H", "H", "H", "H", "H", "H", "H", "H", "H", "H"],
  "coordinates": [[-0.7840, -9.7930, 5.1100], [-1.1887, -8.7137, 4.1123], [-1.7374, -7.4862, 4.8541], [-1.4908, -6.2094, 4.1364], [-2.2857, -5.9868, 3.0336], [-3.6511, -7.1736, 2.5474], [-2.1405, -4.8715, 2.2696], [-2.9571, -4.6912, 1.2111], [-1.1441, -3.9168, 2.6022], [-1.0153, -2.7728, 1.8053], [-0.0738, -1.8217, 2.0980], [0.0267, -0.4376, 1.0315], [0.1729, 1.0092, 2.1283], [1.3923, 1.8124, 1.7731], [2.3347, 1.9617, 2.4860], [1.2907, 2.3259, 0.5314], [1.7823, 3.6633, 0.3581], [0.7867, 4.4082, -0.5074], [-0.5650, 4.5982, 0.1349], [1.3505, 5.7040, -0.8076], [2.0449, 5.7388, -1.9778], [3.2013, 5.4509, -2.0368], [1.3374, 6.2083, -3.2202], [-0.4619, 6.0286, -3.1286], [0.7751, -2.0484, 3.2123], [1.7315, -1.1071, 3.4666], [2.8733, -1.1124, 2.4638], [3.1442, -2.1671, 2.1168], [0.6821, -3.1536, 4.0436], [1.6678, -3.1606, 5.1730], [1.1459, -2.3854, 6.4160], [-0.3616, -2.3861, 6.6980], [-1.1602, -1.2111, 6.1337], [-2.5991, -1.2448, 6.6955], [-3.6482, -1.7698, 5.7260], [-3.8061, -0.9660, 4.4479], [-4.7778, 0.5470, 4.7171], [-3.4619, 1.6686, 4.8156], [-2.4332, 1.7727, 4.0428], [-1.6508, 2.8020, 4.5686], [-2.2897, 3.2364, 5.5939], [-3.4427, 2.5666, 5.8268], [-0.3287, -4.1448, 3.7446], [-0.5461, -5.3224, 4.5138], [0.2240, -5.6664, 5.7456], [1.3158, -6.7562, 5.5708], [1.8254, -7.0241, 4.1550], [3.6425, -6.0266, 3.6332], [-0.1435, -9.4278, 5.9067], [-0.3578, -10.6526, 4.6068], [-1.6897, -10.1534, 5.5977], [-1.9533, -9.1614, 3.4948], [-0.3625, -8.4425, 3.4634], [-2.8005, -7.5898, 5.0240], [-1.2796, -7.4832, 5.8295], [-2.4483, -4.4284, 0.4357], [-1.6684, -2.6270, 0.9630], [-0.7106, 1.6173, 1.9704], [0.2061, 0.7328, 3.1700], [2.7454, 3.6544, -0.1430], [1.9074, 4.1720, 1.3098], [0.6613, 3.8557, -1.4403], [-0.8567, 3.6907, 0.6534], [-0.5453, 5.4506, 0.8056], [-1.3138, 4.7799, -0.6268], [1.7247, 5.6067, -4.0312], [1.6178, 7.2475, -3.3784], [-0.8323, 6.5756, -4.2897], [2.0292, -4.1429, 5.4311], [2.5476, -2.6260, 4.8491], [1.7082, -2.6967, 7.2904], [1.4224, -1.3489, 6.2341], [-0.4820, -2.3576, 7.7794], [-0.8625, -3.2958, 6.3736], [-1.2258, -1.3390, 5.0541], [-0.6893, -0.2659, 6.3816], [-2.8910, -0.2790, 7.1000], [-2.5998, -1.9361, 7.5357], [-3.4754, -2.8233, 5.4986], [-4.6057, -1.7390, 6.2441], [-4.3355, -1.5429, 3.6957], [-2.8647, -0.6513, 4.0111], [-2.0360, 4.0371, 6.2603], [-0.4959, -6.0327, 6.4710], [0.6340, -4.8112, 6.2419], [0.9810, -7.6950, 5.9964], [2.1636, -6.4597, 6.1801], [1.1091, -6.8134, 3.3707], [2.0867, -8.0703, 4.0645], [-0.4808, 9.8162, -4.6142], [-1.6125, 9.0673, -5.0197], [-2.8378, 9.5054, -4.4417], [-3.7568, 10.0736, -5.4989], [-3.2430, 11.3357, -6.0122], [-3.9539, 11.8527, -7.1774], [-3.8801, 11.0500, -8.4705], [-2.5903, 11.0051, -9.0487], [-1.7442, 9.9698, -8.5889], [0.3993, 9.3306, -5.0353], [-0.5199, 10.8471, -4.9817], [-0.3848, 9.8295, -3.5244], [-2.6560, 10.2349, -3.6482], [-3.3179, 8.6321, -3.9897], [-4.7435, 10.2447, -5.0590], [-3.8644, 9.3132, -6.2858], [-2.2685, 11.2148, -6.2560], [-3.5519, 12.8469, -7.3855], [-5.0066, 11.9874, -6.9098], [-4.5165, 11.5545, -9.2020], [-4.2812, 10.0354, -8.3550], [-2.3124, 9.0812, -8.3005], [-1.1272, 10.2898, -7.7434], [-1.0739, 9.7051, -9.4067], [6.0400, 5.8970, -6.6595], [6.5194, 7.1986, -6.3907], [6.3517, 8.1198, -7.4614], [5.3696, 9.2048, -7.0830], [4.0182, 8.6697, -6.9770], [3.0433, 9.5945, -6.4112], [3.2240, 10.0152, -4.9577], [3.0458, 8.9602, -4.0300], [4.1997, 8.1813, -3.7422], [6.3104, 5.2708, -5.8112], [4.9504, 5.8765, -6.7767], [6.4997, 5.4831, -7.5621], [6.0327, 7.6073, -8.3732], [7.3252, 8.5780, -7.6568], [5.3835, 9.9851, -7.8491], [5.7187, 9.6493, -6.1405], [4.0448, 7.8364, -6.4035], [2.0612, 9.1203, -6.4964], [3.0138, 10.4938, -7.0341], [2.4448, 10.7484, -4.7305], [4.1830, 10.5159, -4.7837], [5.1201, 8.7651, -3.8124], [4.2717, 7.3110, -4.4002], [4.0965, 7.8118, -2.7233], [-2.4732, -14.6565, -0.7996], [-1.2584, -14.7379, -0.0786], [-0.0933, -14.5422, -0.8710], [0.6175, -13.2720, -0.4636], [-0.1634, -12.0969, -0.8319], [0.3387, -10.8425, -0.2902], [0.3096, -10.6618, 1.2227], [-0.9954, -10.5910, 1.7749], [-1.5866, -11.8403, 2.1008], [-3.2757, -14.9183, -0.1126], [-2.6555, -13.6468, -1.1853], [-2.4858, -15.3607, -1.6359], [-0.3408, -14.5267, -1.9355], [0.5736, -15.3902, -0.6940], [1.5885, -13.2253, -0.9639], [0.7973, -13.3317, 0.6194], [-1.1161, -12.2300, -0.5184], [-0.2570, -10.0375, -0.7290], [1.3669, -10.6990, -0.6362], [0.7794, -9.6961, 1.4420], [0.9011, -11.4221, 1.7461], [-0.8366, -12.5802, 2.3896], [-2.1830, -12.2369, 1.2767], [-2.2602, -11.6769, 2.9448]],
  "forces_ev_per_a": [[-0.64, 0.05, 0.07], [-0.05, -0.21, 0.35], [0.34, -0.60, 0.04], [-0.25, 0.22, 0.04], [-0.33, 0.08, -0.28], [0.00, -0.03, 0.08], [0.34, -0.09, 0.05], [-0.09, -0.14, 0.03], [-0.02, -0.17, -0.05], [0.18, -0.15, 0.12], [-0.22, 0.07, 0.22], [0.04, -0.04, -0.23], [-0.07, -0.04, 0.00], [0.14, -0.30, -0.26], [0.25, 0.34, 0.42], [-0.53, 0.29, 0.17], [0.53, 0.23, -0.33], [-0.12, -0.13, -0.09], [-0.02, 0.03, -0.24], [-0.36, 0.03, -0.02], [0.18, -0.03, -0.18], [0.43, -0.19, 0.22], [-0.49, 0.08, -0.16], [-0.40, -0.12, 0.49], [0.23, -0.21, 0.30], [-0.62, 0.22, -0.06], [0.70, -0.14, 0.06], [-0.25, 0.08, -0.19], [0.02, 0.03, -0.53], [-0.01, 0.18, 0.50], [-0.13, 0.27, -0.60], [0.15, 0.17, 0.42], [-0.56, -0.55, 0.12], [0.36, -0.30, -0.08], [-0.26, 0.27, 0.23], [-0.07, -0.16, -0.11], [-0.15, 0.00, -0.01], [0.25, 0.07, -0.11], [-0.01, 0.00, 0.15], [-0.14, 0.00, 0.16], [0.02, -0.13, -0.20], [0.05, 0.11, -0.04], [0.23, 0.27, 0.18], [-0.08, 0.02, -0.12], [-0.18, -0.68, 0.45], [0.28, 0.42, -0.19], [0.11, -0.31, 0.12], [-0.11, 0.13, -0.05], [0.34, -0.07, -0.03], [0.29, -0.02, -0.05], [-0.06, -0.09, 0.15], [-0.03, 0.18, -0.38], [0.10, 0.07, -0.09], [-0.22, 0.17, -0.08], [0.10, 0.40, 0.07], [-0.03, 0.11, -0.07], [-0.18, 0.16, -0.03], [-0.18, 0.00, -0.06], [0.07, -0.20, 0.14], [0.15, -0.13, -0.01], [-0.05, -0.10, 0.23], [0.02, -0.10, -0.12], [-0.01, -0.06, 0.23], [0.02, 0.00, 0.25], [-0.13, 0.16, -0.09], [0.18, 0.02, -0.19], [0.04, 0.14, -0.06], [0.30, 0.16, -0.18], [0.01, -0.13, -0.13], [0.22, 0.02, -0.19], [0.07, -0.16, 0.12], [0.08, 0.18, 0.14], [-0.04, -0.05, 0.17], [-0.01, -0.26, -0.03], [0.26, 0.39, -0.20], [0.24, 0.14, -0.17], [-0.10, 0.18, -0.10], [-0.08, 0.07, 0.31], [0.24, -0.09, -0.18], [-0.16, -0.18, 0.04], [-0.15, 0.00, -0.11], [0.11, -0.02, -0.11], [0.09, 0.13, 0.05], [-0.07, -0.01, 0.15], [-0.05, 0.29, -0.23], [-0.21, -0.14, -0.03], [0.11, -0.01, 0.17], [-0.05, 0.19, -0.09], [0.05, -0.16, -0.03], [0.00, -0.13, -0.04], [0.12, 0.11, 0.01], [-0.16, -0.23, 0.05], [0.14, 0.11, -0.14], [-0.03, -0.12, -0.04], [0.13, 0.12, 0.09], [-0.19, 0.06, -0.10], [0.04, -0.06, 0.06], [0.05, 0.08, -0.11], [-0.06, -0.02, 0.04], [-0.01, 0.04, 0.06], [0.03, 0.02, 0.01], [0.03, 0.07, -0.05], [0.02, 0.01, 0.02], [-0.02, 0.00, -0.02], [-0.08, -0.06, 0.07], [0.02, 0.02, 0.01], [-0.03, 0.02, -0.02], [-0.02, -0.04, 0.00], [0.01, -0.01, -0.01], [0.08, -0.03, 0.07], [-0.01, 0.00, 0.04], [-0.04, -0.07, 0.06], [-0.02, 0.00, -0.01], [0.06, 0.03, 0.05], [-0.13, -0.08, -0.02], [0.21, 0.13, -0.01], [-0.13, -0.09, 0.11], [0.06, 0.06, 0.08], [-0.03, -0.18, -0.08], [-0.10, 0.22, -0.03], [0.09, -0.05, 0.01], [-0.14, -0.06, 0.09], [0.01, 0.02, 0.02], [0.01, -0.02, -0.07], [-0.03, -0.02, -0.02], [-0.08, -0.02, 0.02], [0.00, -0.02, -0.01], [-0.01, 0.02, 0.00], [0.08, 0.07, -0.06], [0.00, -0.03, -0.02], [0.00, 0.04, -0.03], [0.03, 0.02, 0.01], [0.01, 0.00, 0.03], [0.05, -0.09, -0.02], [-0.03, 0.04, -0.07], [0.11, 0.03, -0.02], [0.03, 0.02, 0.01], [0.03, -0.05, 0.07], [-0.11, 0.14, -0.07], [0.15, -0.18, 0.08], [-0.14, 0.13, 0.03], [0.07, -0.05, 0.17], [-0.17, 0.00, -0.16], [0.18, 0.20, 0.03], [0.03, -0.19, -0.02], [-0.12, 0.14, 0.03], [0.01, -0.01, 0.02], [0.01, -0.03, -0.07], [-0.02, 0.01, -0.03], [-0.04, 0.08, -0.01], [-0.02, -0.02, -0.01], [0.01, 0.02, 0.00], [0.10, -0.07, -0.02], [-0.04, -0.01, -0.07], [0.03, 0.04, 0.02], [0.03, -0.03, 0.02], [-0.02, 0.00, 0.01], [-0.07, -0.09, -0.04], [0.01, -0.03, -0.04], [0.06, -0.08, -0.01], [0.02, 0.01, 0.01]],
  "lowdin_charge": [-0.071, -0.245, -0.152, 0.019, -0.515, 0.997, -0.301, 0.040, -0.060, -0.026, -0.425, 1.066, -0.326, -0.571, 0.147, -0.015, -0.089, -0.351, -0.011, -0.016, -0.542, 0.143, -0.420, 0.780, -0.271, -0.092, 0.111, 0.134, -0.053, -0.152, -0.136, -0.199, -0.177, -0.193, -0.265, -0.459, 1.026, -0.701, 0.053, 0.069, -0.170, 0.042, 0.002, -0.095, -0.114, -0.233, -0.653, 0.866, 0.062, 0.076, 0.089, 0.054, 0.093, 0.104, 0.100, 0.128, 0.114, 0.065, 0.082, 0.135, 0.147, 0.148, 0.074, 0.099, 0.057, 0.091, 0.068, -0.146, 0.049, 0.108, 0.117, 0.114, 0.116, 0.096, 0.088, 0.119, 0.109, 0.106, 0.106, 0.103, 0.075, 0.048, 0.136, 0.122, 0.080, 0.086, 0.096, 0.026, 0.035, -0.110, -0.218, -0.214, -0.217, -0.050, -0.200, -0.229, -0.176, -0.102, 0.063, 0.087, 0.097, 0.125, 0.121, 0.124, 0.108, 0.071, 0.119, 0.118, 0.122, 0.111, 0.088, 0.071, 0.088, -0.117, -0.195, -0.217, -0.214, -0.047, -0.200, -0.221, -0.208, -0.085, 0.088, 0.080, 0.088, 0.123, 0.123, 0.125, 0.109, 0.071, 0.105, 0.123, 0.115, 0.115, 0.095, 0.078, 0.081, -0.114, -0.197, -0.215, -0.213, -0.047, -0.200, -0.222, -0.216, -0.088, 0.089, 0.081, 0.090, 0.125, 0.124, 0.126, 0.107, 0.072, 0.119, 0.121, 0.113, 0.114, 0.095, 0.078, 0.085],
  "e_tot_ha": -7421.1070,
  "mol_weight_g_mol": 1300.27,
  "orbital_gap_ev": 5.634,
  "charge": 1,
  "homo_energy_ev": -9.52
}